No. 1
{"formula": "C22H33N11", "method": "ωB97M-V/def2-TZVPD", "orbital_gap_ev": 11.3, "smiles": "CC#N.CC#N.CC#N.CC#N.CC#N.CC#N.CC#N.CC#N.CC#N.CC#N.CC#N", "elements": ["C", "C", "N", "H", "H", "H", "C", "C", "N", "H", "H", "H", "C", "C", "N", "H", "H", "H", "C", "C", "N", "H", "H", "H", "C", "C", "N", "H", "H", "H", "C", "C", "N", "H", "H", "H", "C", "C", "N", "H", "H", "H", "C", "C", "N", "H", "H", "H", "C", "C", "N", "H", "H", "H", "C", "C", "N", "H", "H", "H", "C", "C", "N", "H", "H", "H"], "xyz": [[-4.84773, -4.46044, 1.24763], [-5.74030, -5.29709, 1.97029], [-6.49332, -5.99678, 2.50718], [-5.32876, -3.57320, 0.83590], [-4.54205, -5.06218, 0.39173], [-3.92002, -4.17658, 1.74450], [-0.16662, -0.05290, 7.89391], [-1.38752, 0.58075, 7.55399], [-2.42181, 1.08274, 7.33067], [-0.48570, -0.88181, 8.52573], [0.30531, 0.57592, 8.64886], [0.31134, -0.41983, 6.98561], [-1.25867, -8.07390, 3.80636], [-0.59920, -6.79180, 3.89528], [-0.00854, -5.81997, 3.97234], [-2.34158, -7.99688, 3.90361], [-0.96200, -8.74215, 4.61478], [-1.06092, -8.48300, 2.81560], [4.69343, -4.29659, -0.63418], [4.86740, -5.79596, -0.49983], [4.90293, -6.92779, -0.52350], [5.58880, -3.68983, -0.49904], [3.86923, -3.98024, 0.00512], [4.31315, -4.31583, -1.65550], [5.22890, 0.35169, -6.71192], [5.74211, -0.86737, -6.22912], [6.23753, -1.85839, -5.83065], [5.99273, 1.09029, -6.95508], [4.56992, 0.83766, -5.99242], [4.66454, 0.25309, -7.63922], [-4.31652, 1.61136, -4.37201], [-4.04754, 0.38826, -3.65934], [-3.84835, -0.59835, -3.10232], [-3.41628, 1.91614, -4.90567], [-4.75546, 2.41578, -3.78181], [-5.08660, 1.44593, -5.12548], [-6.86141, 1.53285, 1.17333], [-7.85269, 1.70198, 2.23051], [-8.62007, 1.78614, 3.04939], [-7.23501, 1.85095, 0.20002], [-6.42325, 0.53554, 1.13460], [-6.03331, 2.13408, 1.54870], [2.74843, 5.38444, -1.65896], [2.76920, 4.81061, -0.35870], [2.82499, 4.44148, 0.71738], [3.67774, 5.40104, -2.22837], [2.18689, 6.31569, -1.73345], [2.15716, 4.61509, -2.15554], [-2.59975, 7.50321, -0.44722], [-2.51297, 6.07284, -0.41214], [-2.39001, 4.94552, -0.42580], [-3.33971, 8.01143, 0.17106], [-2.87786, 7.98317, -1.38553], [-1.70684, 7.96692, -0.02794], [7.53625, 2.32987, -2.44525], [8.40634, 2.55461, -1.33447], [9.06792, 2.80458, -0.42495], [7.30112, 3.24046, -2.99628], [6.61743, 1.83806, -2.12588], [8.00507, 1.74077, -3.23345], [-0.19543, -0.41730, 0.81302], [0.78665, -0.10007, -0.25695], [1.53844, 0.11324, -1.08961], [0.09151, 0.13053, 1.71060], [-0.10718, -1.49985, 0.90478], [-1.21149, -0.11862, 0.55512]], "mulliken_charge": [-0.760, 0.364, -0.367, 0.252, 0.247, 0.263, -0.712, 0.296, -0.376, 0.256, 0.270, 0.267, -0.738, 0.307, -0.348, 0.261, 0.267, 0.250, -0.658, 0.258, -0.346, 0.277, 0.235, 0.232, -0.820, 0.382, -0.370, 0.265, 0.254, 0.291, -0.761, 0.320, -0.350, 0.248, 0.272, 0.274, -0.664, 0.272, -0.312, 0.246, 0.215, 0.241, -0.726, 0.289, -0.348, 0.280, 0.254, 0.251, -0.883, 0.359, -0.304, 0.295, 0.276, 0.260, -0.754, 0.325, -0.336, 0.247, 0.252, 0.264, -0.652, 0.258, -0.360, 0.254, 0.242, 0.259]}



No. 2
{"formula": "C4H8O", "method": "ωB97M-V/def2-TZVPD", "orbital_gap_ev": 11.0, "smiles": "C[C@@H]1O[C@@H]1C", "elements": ["C", "C", "O", "C", "C", "H", "H", "H", "H", "H", "H", "H", "H"], "xyz": [[-0.91383, 1.17152, -0.90285], [0.38039, 0.43247, -0.82256], [0.19473, -0.98567, -1.09442], [0.79029, -0.58484, 0.12811], [0.15638, -0.96890, 1.43032], [-1.17776, 1.21227, -1.96580], [-0.83745, 2.19498, -0.52715], [-1.69644, 0.61772, -0.38333], [1.23577, 0.98371, -1.24658], [1.86445, -0.74889, 0.08036], [0.10104, -0.20616, 2.21123], [-0.84531, -1.33757, 1.26058], [0.74772, -1.78064, 1.83210]], "mulliken_charge": [-1.197, 0.215, -0.477, 0.107, -1.253, 0.284, 0.312, 0.326, 0.338, 0.389, 0.264, 0.348, 0.343]}



No. 3
{"formula": "C28H49ClMgN7O4", "method": "ωB97M-V/def2-TZVPD", "charge": 2, "orbital_gap_ev": [6.3, 2.3], "multiplicity": 2, "elements": ["Mg", "Cl", "O", "O", "O", "O", "C", "C", "C", "C", "N", "H", "H", "H", "H", "H", "H", "H", "C", "C", "C", "C", "N", "H", "H", "H", "H", "H", "H", "H", "C", "C", "C", "C", "N", "H", "H", "H", "H", "H", "H", "H", "C", "C", "C", "C", "N", "H", "H", "H", "H", "H", "H", "H", "C", "C", "C", "C", "N", "H", "H", "H", "H", "H", "H", "H", "C", "C", "C", "C", "N", "H", "H", "H", "H", "H", "H", "H", "C", "C", "C", "C", "N", "H", "H", "H", "H", "H", "H", "H"], "xyz": [[3.07888, 0.60250, 2.97430], [0.40599, -0.55060, 1.12511], [-0.64849, -0.66046, 2.12238], [-0.16159, -0.12524, -0.10802], [1.39778, 0.37503, 1.60401], [1.00231, -1.85039, 0.90645], [3.65671, -0.09443, -2.41378], [4.14913, -1.43858, -1.81945], [5.22856, -1.35375, -0.75360], [4.72199, -0.64988, 0.43864], [4.34366, -0.09379, 1.40388], [3.27107, 0.57573, -1.64549], [2.87020, -0.26236, -3.14950], [4.50635, 0.43442, -2.84567], [4.43196, -2.14231, -2.60232], [3.23185, -1.84179, -1.39036], [6.08592, -0.78907, -1.11989], [5.64997, -2.31556, -0.46130], [3.51779, -5.28489, 2.71291], [2.63289, -5.22455, 1.41190], [3.30556, -4.53292, 0.23924], [4.64877, -5.04518, -0.15555], [5.69851, -5.41072, -0.45704], [2.97789, -5.72968, 3.54882], [3.72016, -4.24710, 2.97774], [4.45185, -5.76768, 2.42557], [1.71616, -4.67990, 1.63790], [2.34029, -6.19876, 1.02024], [3.41626, -3.47682, 0.48519], [2.74522, -4.48209, -0.69433], [-5.26874, 0.63474, 2.79615], [-4.00502, -0.03170, 3.33900], [-4.18485, -0.96580, 4.53658], [-4.53111, -0.40612, 5.83823], [-4.82400, 0.01437, 6.88232], [-6.00831, -0.09595, 2.46870], [-5.09184, 1.25390, 1.91669], [-5.74457, 1.28544, 3.52982], [-3.28495, 0.73817, 3.61632], [-3.48381, -0.52137, 2.51640], [-3.32840, -1.62559, 4.67539], [-4.95076, -1.71647, 4.34167], [-3.68691, -0.08549, -0.55014], [-4.69183, 0.65938, -1.47317], [-4.01579, 1.10077, -2.79444], [-3.03139, 2.14693, -2.69299], [-2.25978, 2.97441, -2.59145], [-3.36402, -0.99827, -1.05080], [-4.16888, -0.38886, 0.37926], [-2.76080, 0.46301, -0.37823], [-5.17959, 1.48552, -0.95578], [-5.50483, 0.03976, -1.85158], [-4.78876, 1.52945, -3.43229], [-3.57052, 0.24440, -3.30086], [-2.50760, 4.88119, 0.54883], [-2.78462, 3.61291, 1.43151], [-1.57570, 2.66606, 1.43508], [-0.39381, 3.17905, 2.13478], [0.57335, 3.56678, 2.65611], [-3.33606, 5.58382, 0.63861], [-2.54659, 4.57826, -0.49750], [-1.54343, 5.36797, 0.69556], [-3.59993, 3.04310, 0.98576], [-3.12452, 3.92664, 2.41849], [-1.35241, 2.59737, 0.37041], [-1.83505, 1.68680, 1.83745], [1.09147, -2.84102, -3.97576], [0.35325, -2.06824, -2.85718], [-1.15892, -1.84205, -3.12944], [-1.58740, -1.24613, -4.41413], [-1.95106, -0.82811, -5.44827], [0.58872, -3.79806, -4.11499], [2.11176, -3.03212, -3.64321], [1.09475, -2.34817, -4.94797], [0.86205, -1.10796, -2.77300], [0.52304, -2.48679, -1.86516], [-1.64610, -1.32466, -2.30297], [-1.64305, -2.81309, -3.23338], [1.09588, 3.42600, -1.11232], [2.60055, 3.93623, -1.21125], [3.25902, 4.40133, 0.17416], [3.33270, 3.33336, 1.21606], [3.37221, 2.54773, 2.04039], [0.81872, 3.04140, -2.09384], [0.40892, 4.22950, -0.84668], [0.97279, 2.62581, -0.38249], [2.59921, 4.76740, -1.91642], [3.30124, 3.22169, -1.64320], [2.71021, 5.22241, 0.63540], [4.25184, 4.81937, 0.00787]], "mulliken_charge": [0.868, 1.448, -0.351, -0.262, -0.011, -0.372, -1.183, 0.308, -0.690, 0.382, -0.427, 0.102, 0.329, 0.447, 0.465, -0.272, 0.488, 0.322, -1.116, -0.556, 0.753, -0.010, -0.442, 0.375, 0.230, 0.377, 0.244, 0.370, -0.456, 0.246, -1.212, 0.435, -0.769, 0.176, -0.385, 0.411, 0.134, 0.422, 0.157, 0.038, 0.329, 0.358, -0.737, -0.703, -0.322, 0.367, -0.510, 0.532, 0.253, 0.002, 0.313, 0.429, 0.418, -0.044, -1.182, -0.586, 1.956, 0.092, -0.650, 0.399, 0.286, 0.284, 0.071, 0.472, -0.464, -0.601, -1.485, 0.434, 0.567, 0.056, -0.472, 0.463, 0.301, 0.414, -0.096, 0.078, -0.605, 0.385, -0.342, -0.690, -0.610, 0.256, -0.315, 0.434, 0.372, -0.367, 0.430, 0.240, 0.338, 0.439]}



No. 4
{"formula": "C5H5NO2", "method": "ωB97M-V/def2-TZVPD", "orbital_gap_ev": 8.8, "elements": ["C", "C", "C", "C", "C", "H", "H", "H", "H", "H", "N", "O", "O"], "xyz": [[-1.15046, -0.51848, 0.10339], [0.07219, 1.40118, -0.20792], [0.81828, 0.37137, -0.14495], [2.10901, -0.37811, -0.05163], [0.15066, -0.92235, -0.09350], [-3.20128, -1.12520, 0.08342], [-1.99671, 1.42965, -0.22025], [0.19437, 2.31095, 0.07331], [2.47566, -0.08134, 0.95437], [2.74984, -0.25016, -0.90325], [-1.17185, 0.89541, 0.39128], [-2.32791, -1.38483, -0.18023], [1.27819, -1.74810, 0.19596]], "mulliken_charge": [-0.220, -0.910, 0.439, -0.219, 0.574, 0.307, 0.303, 0.400, 0.249, 0.290, -0.272, -0.497, -0.444]}



No. 5
{"formula": "C2H5NO2S", "method": "ωB97M-V/def2-TZVPD", "orbital_gap_ev": 9.4, "elements": ["C", "C", "H", "H", "H", "H", "H", "N", "O", "O", "S"], "xyz": [[0.75171, -1.53575, 0.72558], [0.05558, 0.75253, 0.16874], [1.37393, -2.49640, -0.06690], [1.69278, -0.96607, 1.26893], [-0.35435, -1.93491, 1.59959], [-0.67142, 2.52818, -0.58128], [-1.88682, 0.25718, -1.50402], [-0.91940, 1.48449, -0.56018], [0.12683, -0.58194, -0.33991], [-1.23677, 0.97735, -1.84384], [1.06793, 1.51535, 1.13329]], "mulliken_charge": [-0.640, 0.488, 0.217, 0.320, 0.247, 0.294, 0.362, -0.233, -0.249, -0.400, -0.407]}



No. 6
{"formula": "C6H8N2", "method": "ωB97M-V/def2-TZVPD", "orbital_gap_ev": 8.9, "smiles": "C1=CC2=NNC[C@@H]2C1", "elements": ["C", "C", "C", "N", "N", "C", "C", "C", "H", "H", "H", "H", "H", "H", "H", "H"], "xyz": [[2.17723, -0.12228, -0.09944], [1.34318, -1.19978, -0.09561], [0.01304, -0.71094, 0.14632], [-1.17831, -1.24712, -0.02620], [-2.11639, -0.16655, 0.11858], [-1.32788, 1.05036, -0.26103], [-0.03838, 0.69644, 0.36640], [1.35862, 1.14678, -0.02907], [3.24887, -0.05732, -0.18746], [1.53273, -2.28749, -0.17074], [-2.92358, -0.35625, -0.47642], [-1.76033, 2.00820, 0.06558], [-1.19917, 1.18081, -1.30772], [-0.18678, 0.81058, 1.43620], [1.37043, 1.68432, -0.98150], [1.82587, 1.74929, 0.80997]], "mulliken_charge": [-0.392, -0.587, 0.456, -0.685, -0.309, -0.651, 0.343, -0.744, 0.440, 0.402, 0.278, 0.303, 0.358, 0.200, 0.324, 0.263]}